The following is a quantum chemistry calculation of C36H42AsBF4N8O2S7W as an isolated structure in a non-equilibrium geometry, from the Open Molecules 2025 dataset.

```
102
C36H42AsBF4N8O2S7W | the Open Molecules 2025 dataset | the ωB97M-V functional and the def2-TZVPD basis
W 0.497 -1.810 -1.108
C -3.789 -6.809 -0.123
C -3.152 -5.450 -0.123
C -3.752 -4.374 -0.767
C -3.167 -3.119 -0.802
C -1.963 -2.870 -0.147
N -1.331 -1.607 -0.161
C -1.920 -0.569 0.519
C -3.203 -0.709 1.111
C -3.792 0.243 1.905
C -3.127 1.423 2.233
C -3.691 2.424 3.200
C -1.874 1.587 1.681
C -1.293 0.671 0.798
N -0.013 1.056 0.289
C 0.547 2.281 0.380
C 1.877 2.184 0.049
C 2.060 0.832 -0.238
N 0.919 0.157 -0.120
C -1.341 -3.974 0.474
C -1.911 -5.238 0.467
N -0.080 -3.796 1.093
C 0.390 -4.377 2.212
C 1.684 -3.945 2.409
C 1.940 -3.087 1.340
N 0.875 -3.008 0.548
H -4.864 -6.738 -0.297
H -3.639 -7.308 0.838
H -3.345 -7.465 -0.874
H -4.694 -4.534 -1.281
H -3.634 -2.310 -1.351
H -3.737 -1.632 0.946
H -4.775 0.038 2.319
H -4.710 2.720 2.936
H -3.081 3.329 3.229
H -3.725 2.029 4.219
H -1.300 2.447 1.995
H -0.025 3.136 0.686
H 2.615 2.965 0.037
H 2.966 0.338 -0.539
H -1.365 -6.075 0.889
H -0.239 -5.033 2.787
H 2.343 -4.188 3.222
H 2.824 -2.522 1.097
S 1.392 -7.270 -3.340
As -0.613 -7.310 -2.228
S 0.213 -3.284 -2.608
S 1.119 -5.782 -1.870
S -0.547 -8.814 -0.757
C -0.013 1.548 -6.243
C 1.379 1.221 -5.711
C 1.861 2.171 -4.613
C 1.337 1.904 -3.208
N -0.081 2.181 -3.008
C -1.042 1.261 -2.904
S -0.813 -0.418 -3.071
N -2.312 1.706 -2.743
C -2.751 3.082 -2.611
C -2.544 3.699 -1.235
C -3.124 5.102 -1.127
C -2.919 5.689 0.262
H -0.266 0.932 -7.109
H -0.076 2.595 -6.556
H -0.786 1.366 -5.497
H 2.094 1.274 -6.537
H 1.410 0.196 -5.338
H 1.643 3.207 -4.905
H 2.947 2.093 -4.522
H 1.877 2.538 -2.501
H 1.508 0.874 -2.919
H -0.322 3.141 -2.825
H -2.976 0.969 -2.572
H -3.817 3.087 -2.851
H -2.266 3.682 -3.390
H -1.479 3.724 -0.998
H -3.006 3.044 -0.490
H -4.193 5.072 -1.362
H -2.663 5.752 -1.878
H -3.385 5.063 1.028
H -3.345 6.690 0.352
H -1.857 5.762 0.508
F 4.585 -0.413 -1.689
B 3.727 -1.276 -2.383
F 4.381 -2.357 -2.897
F 3.030 -0.559 -3.352
F 2.754 -1.759 -1.381
O 3.490 -0.039 7.796
S 3.075 1.024 6.910
O 2.632 2.243 7.548
N 2.010 0.505 5.810
C 2.474 0.567 4.573
S 1.693 0.163 3.163
C 3.903 1.087 4.505
C 4.717 1.264 3.397
C 6.001 1.748 3.600
C 6.462 2.053 4.881
C 5.647 1.875 5.990
C 4.370 1.387 5.765
H 4.338 1.015 2.414
H 6.659 1.887 2.750
H 7.470 2.428 5.010
H 5.994 2.102 6.989
```

Output
Net charge = -2
E_HOMO (alpha / beta) = -1.92 / -1.95 eV
LUMO level (alpha / beta) = 3.2 / 3.2 eV

Atom charges from the Mulliken analysis, given in e for atoms 1 to 2: W 1.3560; C -1.3728

The following is a quantum chemistry calculation of a 2-piece molecular cluster, C3H11N overall in a non-equilibrium geometry, from the Open Molecules 2025 dataset.

```
15
C3H11N | the Open Molecules 2025 dataset | the ωB97M-V functional and the def2-TZVPD basis
C -0.023 -1.189 1.459
C 1.411 -0.790 0.984
N 2.145 -1.936 0.171
H 0.062 -1.239 2.657
H -0.193 -2.246 1.038
H -0.761 -0.408 1.085
H 2.096 -0.662 1.869
H 1.272 0.137 0.220
H 1.860 -2.954 0.599
H 1.450 -2.115 -0.661
C -1.920 2.681 -1.914
H -1.919 2.139 -0.863
H -2.579 3.622 -1.943
H -0.762 3.000 -2.006
H -2.138 1.961 -2.697
```

Output
SMILES = CCN.C
E_HOMO = -9.78 eV
LUMO level = 0.8 eV

Atom charges from the Mulliken analysis, given in e for atoms 1 to 2: C -0.6501; C -0.1810

The following is a quantum chemistry calculation of one molecule with the formula C4H6N2O in a non-equilibrium geometry, from the Open Molecules 2025 dataset.

```
13
C4H6N2O | the Open Molecules 2025 dataset | the ωB97M-V functional and the def2-TZVPD basis
N 0.416 1.885 -0.064
C 0.305 0.471 -0.259
C 1.191 -0.640 -0.317
C 0.422 -1.751 -0.083
N -0.880 -1.347 0.175
C -0.932 0.002 0.067
O -2.015 0.775 0.281
H 1.227 2.346 -0.465
H 0.602 1.754 0.922
H 2.256 -0.624 -0.515
H 0.686 -2.795 -0.085
H -1.678 -1.940 0.323
H -1.656 1.662 0.056
```

Output
SMILES = Nc1cc[nH]c1O
E_HOMO = -7.45 eV
LUMO level = 1.0 eV

Atom charges from the Mulliken analysis, given in e for atoms 1 to 2: N -0.7218; C 0.8819

The following is a quantum chemistry calculation of C41H49Cl2FeN6O5P2S as an isolated structure in a non-equilibrium geometry, from the Open Molecules 2025 dataset.

```
107
C41H49Cl2FeN6O5P2S | the Open Molecules 2025 dataset | the ωB97M-V functional and the def2-TZVPD basis
Fe -19.248 2.040 10.611
N -19.414 2.857 12.642
C -18.556 4.059 12.648
C -18.467 4.706 11.299
O -17.870 5.761 11.212
N -18.971 3.986 10.290
C -18.599 4.327 8.906
C -18.981 3.217 8.026
O -19.096 3.327 6.814
O -19.171 2.057 8.617
H -20.375 3.008 12.927
H -18.992 2.131 13.224
H -17.507 3.924 12.968
H -18.919 4.859 13.269
H -17.514 4.397 8.767
H -18.989 5.298 8.586
C -18.666 -1.107 9.255
P -19.706 -0.403 10.477
C -21.425 -0.719 9.888
N -21.711 -1.800 9.233
C -22.989 -2.194 9.079
C -23.344 -3.428 8.472
C -24.688 -3.697 8.356
C -25.683 -2.892 8.962
C -25.335 -1.749 9.600
C -23.972 -1.376 9.634
N -23.654 -0.143 10.125
C -22.425 0.230 10.217
P -21.957 1.980 10.728
C -22.744 2.268 12.333
C -22.848 3.045 9.566
C -22.395 4.493 9.881
C -24.363 2.994 9.751
C -22.472 2.771 8.113
C -19.584 -1.679 11.925
C -18.100 -1.726 12.472
C -20.323 -1.023 13.086
C -20.207 -3.043 11.592
H -19.190 -1.953 8.723
H -17.755 -1.580 9.702
H -18.334 -0.317 8.539
H -22.523 -4.059 8.072
H -24.941 -4.513 7.703
H -26.710 -3.190 8.926
H -26.060 -1.145 10.147
H -23.794 2.129 12.212
H -22.535 3.271 12.671
H -22.357 1.513 12.997
H -22.312 4.773 10.928
H -23.060 5.228 9.419
H -21.356 4.632 9.493
H -24.651 3.481 10.667
H -24.854 2.039 9.733
H -24.817 3.548 8.961
H -21.418 2.882 7.876
H -22.942 3.472 7.433
H -22.781 1.799 7.704
H -17.857 -0.761 12.872
H -17.286 -2.061 11.770
H -18.108 -2.334 13.321
H -19.926 0.047 13.217
H -20.021 -1.597 13.975
H -21.407 -1.005 12.981
H -19.599 -3.617 10.840
H -21.191 -2.972 11.074
H -20.354 -3.604 12.501
Cl -12.680 0.987 9.425
C -12.789 -0.367 8.367
C -11.700 -0.689 7.621
C -11.842 -1.717 6.696
C -13.003 -2.450 6.638
C -14.117 -2.149 7.474
Cl -15.549 -3.073 7.531
C -14.008 -1.094 8.414
N -15.023 -0.785 9.363
C -14.838 -1.232 10.702
C -14.620 -2.619 10.927
C -14.606 -3.248 12.183
C -14.957 -2.464 13.279
C -15.117 -1.102 13.064
C -14.999 -0.462 11.833
C -15.190 1.052 11.838
C -16.632 1.335 11.907
O -17.190 1.235 13.024
O -17.366 1.467 10.832
H -10.722 -0.246 7.686
H -11.015 -1.989 6.002
H -13.114 -3.237 5.885
H -15.381 0.162 9.218
H -14.426 -3.238 10.072
H -14.399 -4.262 12.331
H -15.069 -2.860 14.277
H -15.387 -0.450 13.925
H -14.853 1.577 10.919
H -14.719 1.459 12.731
S -16.696 0.247 4.659
C -18.116 -0.306 5.362
N -19.026 0.464 5.974
C -20.245 0.051 6.384
C -20.683 -1.217 6.289
C -19.738 -2.108 5.755
C -18.512 -1.677 5.386
H -18.904 1.511 6.087
H -20.941 0.878 6.654
H -21.689 -1.560 6.491
H -20.017 -3.120 5.586
H -17.747 -2.391 5.070
```

Output
2S+1 = 6
E_HOMO (alpha / beta) = -7.19 / -7.19 eV
LUMO level (alpha / beta) = -1.3 / -1.4 eV

Atom charges from the Mulliken analysis, given in e for atoms 1 to 2: Fe 0.2797; N -0.3062

These records have energy relative to the best compared isomer or geometry (same formula, charge and spin) values of 0.448 2.110 1.423 0.000 eV, in the order they appear.